(1)
Formula: F4N2O8S4Sn
Source: the Open Molecules 2025 dataset
Level of theory: ωB97M-V with the def2-TZVPD basis set

Positions of all 19 atoms, in Å:
Sn  1.270940  19.490260  -19.117880
N  0.216980  21.405330  -21.054190
S  -0.352970  22.809350  -20.869800
O  -1.717430  22.899270  -20.421010
O  0.081180  23.854360  -21.745160
F  0.401900  23.083720  -19.439020
S  -0.666000  21.087530  -22.503830
O  0.013250  21.430750  -23.743140
O  -2.099220  21.052060  -22.442500
F  -0.499590  19.507390  -22.615540
N  1.440230  17.776770  -21.406240
S  0.830560  16.085190  -21.387510
O  1.612830  14.952300  -20.918300
O  -0.185340  15.800100  -22.478640
F  -0.085960  16.398440  -20.142230
S  2.305410  17.496280  -22.733060
O  1.755010  17.801420  -24.036170
O  3.394240  16.522480  -22.699590
F  3.129710  18.793230  -22.559740

Force components x, y, z for each atom (eV/Å):
Sn -0.734 0.000 -3.267
N 0.117 -3.815 -2.049
S -2.307 6.893 4.729
O 0.874 -0.695 -0.587
O 0.445 -1.330 0.041
F 0.528 -0.354 -0.587
S -0.444 -4.863 -5.316
O -0.615 1.099 2.759
O 0.995 1.883 0.928
F 1.175 -0.167 1.426
N -1.134 -3.830 0.852
S -4.400 -2.803 -1.005
O -0.341 2.654 -0.745
O 3.955 1.627 3.169
F -0.311 0.524 0.852
S 4.813 2.432 -5.097
O -1.024 -1.428 1.944
O -2.625 0.150 0.928
F 1.034 2.025 1.024

## Properties
E_LUMO, eV: -5.7521
Highest occupied orbital energy, eV: -11.10

=====

(2)
Formula: F6H20O10P
Source: the Open Molecules 2025 dataset
Level of theory: ωB97M-V with the def2-TZVPD basis set

Positions of all 37 atoms, in Å:
P  -8.443290  8.522980  -5.612850
F  -8.589370  6.943100  -5.198690
F  -6.811320  8.267000  -5.783710
F  -8.632060  8.124190  -7.212840
F  -8.283540  10.097870  -5.952110
F  -10.059080  8.679340  -5.533970
F  -8.169460  8.848610  -3.975880
O  -11.040940  0.747430  -5.787950
H  -10.948390  0.114180  -6.499750
H  -11.200390  1.582110  -6.228520
O  -11.398150  4.161390  -9.209540
H  -11.037720  3.587700  -9.885720
H  -10.781630  4.891990  -9.161060
O  -4.055520  12.555130  -4.389040
H  -4.371820  13.423090  -4.138400
H  -4.844640  12.075830  -4.641610
O  -1.663090  3.980230  -8.027760
H  -1.100270  4.406220  -8.674300
H  -2.333640  4.632890  -7.826150
O  -11.272970  13.414730  -10.002830
H  -12.097610  12.932160  -10.060530
H  -10.665500  12.802950  -9.586980
O  -5.082180  6.694890  0.174660
H  -5.107680  6.948850  -0.747880
H  -5.087540  5.737810  0.160350
O  -10.800720  7.907420  -12.929760
H  -10.192270  7.853020  -12.192840
H  -11.419920  8.593160  -12.679610
O  -11.828940  13.099850  -2.312640
H  -11.514600  13.316610  -1.434890
H  -11.238050  12.410480  -2.615710
O  -10.980140  4.196260  -1.100380
H  -11.861460  3.843640  -1.223580
H  -10.797840  4.674640  -1.909180
O  -6.310350  2.100360  -0.574290
H  -6.256970  1.146690  -0.636600
H  -7.229640  2.301250  -0.749750

Force components x, y, z for each atom (eV/Å):
P 1.032 -1.327 0.452
F -0.150 0.488 -0.243
F -0.969 0.575 0.004
F 0.262 0.452 0.759
F 0.016 -0.520 0.001
F 0.565 0.301 0.624
F -0.775 0.051 -1.636
O -0.020 -0.141 0.234
H 0.037 -0.151 -0.150
H -0.019 0.321 -0.093
O -0.240 -0.164 0.072
H 0.073 -0.126 -0.170
H 0.173 0.278 0.150
O 0.300 0.046 0.017
H -0.072 0.185 0.063
H -0.247 -0.273 -0.090
O 0.080 -0.243 0.042
H 0.143 0.089 -0.149
H -0.234 0.157 0.114
O 0.003 0.240 -0.167
H -0.203 -0.098 0.018
H 0.211 -0.152 0.174
O 0.094 0.129 0.267
H -0.076 0.124 -0.273
H -0.042 -0.266 -0.006
O -0.014 -0.131 -0.256
H 0.186 -0.027 0.212
H -0.158 0.158 0.060
O -0.223 0.181 -0.043
H 0.068 0.046 0.199
H 0.163 -0.250 -0.177
O 0.098 -0.119 0.255
H -0.197 -0.088 -0.025
H 0.143 0.211 -0.244
O 0.222 0.102 0.105
H 0.047 -0.214 -0.029
H -0.278 0.155 -0.072

## Properties
E_LUMO, eV: 2.2063
Total charge: -1
Highest occupied orbital energy, eV: -8.77

=====

(3)
Formula: F6H22O11P
Source: the Open Molecules 2025 dataset
Level of theory: ωB97M-V with the def2-TZVPD basis set

Positions of all 40 atoms, in Å:
P  14.766382  -0.345781  -15.243966
F  14.026314  1.076435  -14.859745
F  13.351841  -1.072191  -15.546742
F  14.721699  0.152587  -16.777433
F  15.558002  -1.699692  -15.632220
F  16.187875  0.383653  -14.953692
F  14.675126  -0.763601  -13.695932
O  17.055208  1.836790  -18.121650
H  17.527544  1.010406  -17.998251
H  16.505857  1.922142  -17.327337
O  10.646117  -0.844327  -15.286239
H  10.875997  -1.165942  -16.161151
H  11.499281  -0.713890  -14.862485
O  16.111504  3.379093  -15.706314
H  16.555277  3.983221  -16.308628
H  16.820250  2.999860  -15.154897
O  12.026567  2.251198  -16.134479
H  11.228777  2.056286  -15.635851
H  12.696726  1.652410  -15.760463
O  17.869325  2.532225  -13.798402
H  18.008429  1.619792  -13.524876
H  18.153340  3.067382  -13.052647
O  17.715503  -1.983148  -13.350823
H  17.123809  -1.226243  -13.400239
H  17.789523  -2.281005  -14.268971
O  16.955604  -5.316326  -15.169351
H  17.861625  -5.002972  -15.120246
H  16.501671  -4.627136  -15.663992
O  13.741879  -3.166889  -13.032042
H  13.967087  -2.701358  -12.210570
H  14.276673  -2.729945  -13.699056
O  13.695899  -1.743035  -10.666610
H  12.891702  -1.236271  -10.817574
H  14.396958  -1.083295  -10.646516
O  17.963829  -2.674652  -16.182906
H  18.656457  -2.750214  -16.845367
H  17.462178  -1.887769  -16.429071
O  14.798050  2.595859  -12.469498
H  15.037863  1.881072  -13.070262
H  14.861132  3.382216  -13.020107

Force components x, y, z for each atom (eV/Å):
P -1.028 1.136 -0.912
F 0.147 -0.673 0.386
F 0.156 -0.087 0.602
F 1.003 -0.168 0.028
F -0.096 0.055 0.083
F 0.284 -0.106 -0.197
F 0.309 0.018 0.073
O 0.121 0.073 0.027
H -0.052 -0.049 0.010
H -0.115 0.051 -0.018
O -0.450 0.127 0.123
H 0.113 0.033 -0.027
H 0.114 -0.129 -0.040
O 0.060 -0.019 -0.077
H 0.002 -0.002 -0.022
H -0.239 0.138 -0.037
O -0.076 -0.036 -0.006
H -0.044 -0.116 -0.040
H -0.246 0.421 -0.224
O 0.422 -0.113 0.173
H -0.120 -0.085 -0.094
H -0.110 0.048 0.030
O 0.195 0.139 0.055
H -0.159 -0.071 -0.034
H 0.006 -0.031 0.115
O -0.020 -0.315 -0.093
H -0.021 0.138 0.048
H 0.017 0.128 0.084
O -0.004 -0.375 0.070
H -0.199 -0.155 -0.205
H -0.073 -0.138 0.020
O 0.090 0.190 0.397
H -0.028 -0.028 -0.133
H 0.017 0.032 -0.033
O 0.240 0.044 -0.269
H 0.068 -0.015 0.048
H -0.257 -0.083 0.086
O 0.177 0.044 0.283
H -0.165 0.035 -0.125
H -0.038 -0.057 -0.154

## Properties
E_LUMO, eV: 2.2476
Total charge: -1
Highest occupied orbital energy, eV: -7.47

=====

(4)
Formula: F6H22O11P
Source: the Open Molecules 2025 dataset
Level of theory: ωB97M-V with the def2-TZVPD basis set

Positions of all 40 atoms, in Å:
P  -0.085517  -0.055412  -0.161427
F  1.266190  0.721267  -0.565476
F  -0.873993  0.737858  -1.330726
F  0.234701  -1.218732  -1.269214
F  -1.455742  -0.794058  0.273028
F  0.712265  -0.951317  0.927692
F  -0.416881  1.071274  0.966184
O  1.812892  -3.829705  -1.749026
H  1.714675  -3.017454  -2.255390
H  1.042762  -4.360090  -1.969918
O  -1.481535  1.548147  3.466917
H  -1.167792  1.051026  2.703908
H  -0.746428  1.550361  4.084306
O  -0.248903  3.958514  1.479971
H  0.586692  3.530204  1.684934
H  -0.898438  3.249764  1.507910
O  -0.202873  -0.075250  -4.048284
H  0.023473  0.817755  -4.320538
H  0.034616  -0.111826  -3.115227
O  -3.751280  1.052459  0.160785
H  -3.893493  1.914047  -0.239048
H  -2.800376  0.911224  0.109811
O  2.801875  1.008916  2.697867
H  2.938172  0.293007  2.070023
H  2.066648  0.708694  3.238237
O  2.506148  3.228432  -0.306093
H  2.912122  2.837008  -1.083136
H  1.812835  2.601578  -0.071191
O  -0.839480  -2.673534  3.520560
H  -0.694104  -1.928343  2.929229
H  -1.654244  -3.071803  3.203985
O  3.759221  -2.280892  -0.219386
H  3.502717  -2.945135  -0.868535
H  3.007469  -1.680919  -0.219050
O  -1.739474  -3.548127  -1.005210
H  -1.377013  -3.236311  -0.170968
H  -1.270163  -3.019630  -1.656909
O  -2.640614  2.167255  -3.046169
H  -2.351734  1.249746  -3.014688
H  -2.145396  2.590003  -2.339735

Force components x, y, z for each atom (eV/Å):
P -0.053 -1.032 0.060
F -0.004 -0.166 0.118
F -0.112 0.415 0.551
F 0.029 0.086 0.000
F 0.052 -0.093 -0.248
F 0.138 0.380 0.110
F 0.245 0.116 -0.534
O 0.200 -0.041 -0.178
H -0.195 0.071 -0.003
H -0.098 -0.019 0.085
O -0.107 -0.018 0.127
H -0.029 0.009 -0.031
H 0.038 0.038 0.037
O -0.059 0.206 -0.090
H 0.064 -0.018 0.008
H 0.017 -0.058 0.171
O 0.048 -0.082 -0.125
H -0.043 0.076 -0.007
H -0.060 -0.045 0.066
O -0.067 0.087 0.104
H -0.016 0.020 -0.103
H -0.062 -0.131 -0.028
O 0.007 0.080 0.078
H -0.018 -0.025 -0.101
H -0.045 -0.066 0.002
O 0.025 0.189 0.026
H 0.025 -0.059 -0.010
H 0.064 0.004 -0.047
O 0.027 -0.013 0.048
H 0.055 0.027 -0.108
H -0.067 0.007 -0.012
O 0.169 0.163 -0.149
H -0.065 -0.194 0.183
H -0.124 0.040 0.130
O 0.081 -0.328 -0.102
H -0.006 0.113 0.048
H -0.062 0.200 0.010
O -0.124 0.172 -0.125
H 0.041 -0.089 0.003
H 0.092 -0.024 0.038

## Properties
E_LUMO, eV: 2.5881
Total charge: -1
Highest occupied orbital energy, eV: -8.58

=====

(5)
Formula: F6InP
Source: the Open Molecules 2025 dataset
Level of theory: ωB97M-V with the def2-TZVPD basis set

Positions of all 8 atoms, in Å:
In  -10.359017  -11.545827  8.195293
P  -12.535906  -8.388185  8.574909
F  -12.267028  -7.099349  7.662146
F  -11.878844  -9.321785  7.356059
F  -11.001922  -8.534510  9.196646
F  -12.671935  -9.853365  9.278389
F  -12.945779  -7.633195  10.072579
F  -14.108690  -8.445555  7.915128

Force components x, y, z for each atom (eV/Å):
In -0.081 -0.007 -0.011
P -2.241 -0.293 -1.296
F 0.084 -1.054 2.289
F -0.261 0.609 -0.466
F 0.149 1.605 0.090
F -1.521 0.459 0.601
F 0.791 -1.142 -3.258
F 3.080 -0.177 2.051

## Properties
E_LUMO (alpha / beta), eV: -5.4062 / -12.5396
Total charge: +1
2S+1: 2
Highest occupied orbital energy (alpha / beta), eV: -17.07 / -17.05

=====

(6)
Formula: F8KN4O16S8
Source: the Open Molecules 2025 dataset
Level of theory: ωB97M-V with the def2-TZVPD basis set

Positions of all 37 atoms, in Å:
K  -0.580672  0.259529  0.074664
N  1.091818  1.235989  -3.602366
S  1.403838  0.137329  -2.610346
O  1.391068  -1.257311  -3.068626
O  1.120798  0.318629  -1.196026
F  3.000668  0.455659  -2.693576
S  -0.612142  0.849049  -3.526026
O  -1.428272  1.029759  -2.314286
O  -1.070252  -0.194321  -4.419356
F  -1.067682  2.152599  -4.343246
N  -3.031382  -2.798271  -0.811616
S  -1.882912  -2.765641  -1.990296
O  -0.737292  -1.838151  -1.992466
O  -2.379172  -3.159711  -3.279746
F  -1.292262  -4.208981  -1.456906
S  -3.192712  -1.377781  -0.948626
O  -3.634722  -0.862391  -2.245776
O  -2.317882  -0.479111  -0.187136
F  -4.635402  -1.195581  -0.234256
N  -1.804792  2.079429  3.568974
S  -0.507452  1.597949  2.647184
O  0.891578  1.563439  3.071544
O  -0.634802  1.663619  1.249094
F  -0.870712  -0.021171  2.894614
S  -1.120982  2.586169  4.859664
O  -0.649302  3.992819  4.838404
O  -0.312192  1.660269  5.602894
F  -2.340802  2.855219  5.917664
N  3.395128  -1.087501  1.528584
S  3.561428  -0.980831  -0.199836
O  4.704198  -0.149091  -0.566806
O  2.440418  -1.125981  -1.125616
F  4.209888  -2.455681  -0.287786
S  2.486348  0.067759  1.436564
O  1.058568  -0.058601  1.096734
O  3.085238  1.396099  1.259204
F  2.262818  0.114799  3.054934

Force components x, y, z for each atom (eV/Å):
K 0.121 -4.128 -7.395
N -5.260 0.790 -0.941
S 5.804 -4.738 2.853
O -1.047 2.684 -1.008
O -1.082 3.804 -5.233
F -0.100 0.715 -0.509
S -4.041 1.549 -1.810
O 2.583 -0.067 -1.718
O 1.346 0.749 0.851
F 0.427 0.473 -0.185
N 2.595 -5.352 -0.618
S 4.590 -4.569 -3.315
O -3.308 -2.256 1.307
O -0.152 0.331 0.822
F 0.314 0.924 -0.193
S -6.031 12.857 0.989
O 1.474 -0.883 0.810
O -8.377 -4.803 -1.577
F 0.004 -0.476 1.084
N 1.430 0.213 -1.479
S 2.279 -4.090 2.157
O -4.797 3.802 0.858
O -2.314 9.531 5.271
F -0.093 1.092 -0.273
S 1.681 4.316 4.238
O -0.382 -2.360 -0.786
O -0.524 -0.009 -0.485
F -0.626 -0.913 -0.996
N 2.104 -3.152 -4.515
S 3.704 -3.098 -3.346
O -1.738 -0.845 0.629
O 5.817 -3.649 5.605
F 0.242 -0.351 0.157
S -6.330 8.006 7.110
O 8.050 -2.080 2.627
O -0.684 -1.905 -1.114
F 2.319 -2.112 0.125

## Properties
E_LUMO, eV: 6.1405
Total charge: -3
Highest occupied orbital energy, eV: -1.80